[1]
125
Properties=species:S:1:pos:R:3:forces:R:3 method="wB97M-V/def2-TZVPD" relative_energy_kcal_mol=17.1 multiplicity=1 e_tot_ev=-136909.935 homo_ha=-0.3700 smiles="NCO[P@@](=O)(OO)OCCCCS(=O)(=O)Cl.O=C1C=CC(=O)C=C1.O=C1C=CC(=O)C=C1.O=C1C=CC(=O)C=C1.O=C1C=CC(=O)C=C1.O=C1C=CC(=O)C=C1.O=C1C=CC(=O)C=C1.O=C1C=CC(=O)C=C1.O=C1C=CC(=O)C=C1" lumo_ev=-1.8 homo_lumo_gap_ev=8.2
N -2.65376 6.71256 4.61369 -0.427 -0.803 -0.103
C -3.30275 5.99019 3.52841 0.564 1.132 1.202
O -2.81308 4.61416 3.54291 -0.242 -0.592 -0.375
P -2.98744 3.83789 2.18122 -0.919 1.586 -0.804
O -3.80446 4.49499 1.16465 -0.052 -0.110 -0.070
O -1.42220 3.75546 1.67507 -0.189 -1.061 0.336
O -1.29122 3.89957 0.25771 0.074 0.247 -0.110
O -3.57619 2.44117 2.62262 1.376 -0.053 0.276
C -3.42444 1.34104 1.71891 -0.462 -0.860 0.083
C -2.21826 0.40801 1.96836 -0.383 0.737 -0.422
C -1.42750 0.69852 3.23371 0.453 -0.225 -0.161
C -0.59003 -0.49487 3.71674 -0.745 1.158 0.147
S -1.46611 -2.05564 3.79342 1.919 -1.765 0.566
O -1.38999 -2.76277 2.54984 -0.740 0.795 -0.436
O -0.92369 -2.76808 4.91159 -0.396 0.437 0.289
Cl -3.40399 -1.63978 4.26560 0.111 0.189 -0.131
H -1.81424 6.18641 4.83305 0.314 0.381 0.020
H -3.23154 6.63176 5.44217 0.062 0.036 0.113
H -3.05610 6.49124 2.60345 0.034 -0.343 -0.403
H -4.36912 5.99775 3.71461 -0.219 -0.158 -0.320
H -1.53834 3.04374 -0.12322 -0.019 -0.129 0.259
H -3.47132 1.66479 0.68183 0.067 0.304 -0.082
H -4.31332 0.73967 1.87258 -0.268 0.114 0.060
H -2.64694 -0.58418 1.95479 0.131 -0.272 0.042
H -1.57949 0.46666 1.08974 0.364 -0.074 0.045
H -0.73141 1.50606 3.01292 0.129 0.115 0.104
H -2.02882 1.05787 4.06157 -0.389 -0.111 -0.044
H -0.26349 -0.29645 4.73162 -0.051 -0.218 0.238
H 0.31001 -0.63022 3.12641 -0.104 -0.552 -0.363
O -0.13473 7.91081 2.47481 -0.058 0.018 0.074
C 0.84878 7.44469 1.93700 0.020 -0.055 -0.039
C 2.09034 8.24419 1.79613 -0.022 0.071 0.031
C 3.16304 7.73790 1.20021 0.038 0.032 -0.004
C 3.15996 6.35587 0.66170 -0.065 -0.071 -0.038
O 4.14965 5.90431 0.12006 0.031 -0.063 0.020
C 1.92054 5.55020 0.80709 -0.068 0.312 -0.056
C 0.84440 6.06310 1.39795 0.044 0.205 0.062
H 2.06703 9.24937 2.19796 -0.036 -0.005 0.012
H 4.08101 8.29911 1.07988 0.019 -0.042 -0.024
H 1.94481 4.54967 0.40646 -0.008 -0.044 -0.025
H -0.08227 5.52600 1.53238 0.074 -0.066 -0.051
O -0.71148 -1.85929 -2.71288 -0.046 -0.056 0.233
C -0.79826 -2.97621 -2.23415 0.024 -0.022 0.033
C -0.73644 -3.19496 -0.77413 -0.080 0.059 -0.010
C -0.82811 -4.41518 -0.25704 -0.058 0.006 0.103
C -1.00058 -5.60807 -1.12106 0.006 0.092 -0.047
O -1.08853 -6.72336 -0.65051 0.004 -0.037 0.002
C -1.06441 -5.38698 -2.58634 0.026 -0.030 0.002
C -0.96994 -4.16589 -3.10517 -0.119 -0.030 -0.177
H -0.60934 -2.31593 -0.15570 0.001 -0.002 0.008
H -0.77813 -4.59205 0.80905 -0.017 -0.014 -0.001
H -1.19169 -6.26872 -3.20482 -0.056 -0.020 0.044
H -1.01191 -3.98513 -4.17666 0.069 0.012 0.266
O 0.00838 1.38115 -8.15530 0.001 0.023 -0.020
C -0.08072 0.27448 -7.67143 -0.004 0.022 0.016
C -0.01544 0.06293 -6.20388 -0.016 -0.067 -0.019
C -0.11126 -1.15393 -5.67278 0.109 0.028 0.130
C -0.28917 -2.34713 -6.53556 0.034 0.062 -0.010
O -0.37893 -3.46114 -6.05543 -0.025 -0.007 -0.222
C -0.35521 -2.14250 -8.00292 -0.011 -0.029 -0.032
C -0.25914 -0.92579 -8.53009 -0.006 -0.024 -0.004
H 0.11348 0.95020 -5.59735 0.008 0.025 -0.028
H -0.06964 -1.33351 -4.59961 -0.059 0.025 -0.298
H -0.48377 -3.03078 -8.60879 0.011 -0.024 0.036
H -0.30458 -0.75015 -9.59727 0.007 0.041 0.004
O -3.86857 -7.08212 -4.72295 0.054 -0.016 0.017
C -4.52708 -6.07799 -4.56012 0.013 0.011 -0.001
C -4.19753 -4.81753 -5.27259 0.035 0.048 -0.019
C -4.91623 -3.71358 -5.08992 0.036 -0.019 -0.010
C -6.08007 -3.69539 -4.16784 -0.006 0.009 0.001
O -6.73520 -2.69016 -4.00267 -0.014 0.030 0.013
C -6.40968 -4.95629 -3.45585 0.023 -0.039 0.002
C -5.69048 -6.06005 -3.63805 -0.031 0.011 0.020
H -3.34488 -4.85039 -5.94039 0.013 -0.042 0.017
H -4.69205 -2.78389 -5.59755 -0.032 0.020 0.018
H -7.26059 -4.92160 -2.78775 -0.010 0.040 -0.008
H -5.91309 -6.98914 -3.12906 0.033 -0.020 -0.017
O 2.03822 -5.01285 -0.09379 0.061 -0.136 -0.009
C 2.60636 -5.99009 0.35787 -0.002 -0.009 -0.080
C 3.93497 -5.87356 1.00275 0.044 0.003 0.038
C 4.56066 -6.93937 1.49186 0.019 0.056 0.004
C 3.95459 -8.29195 1.41477 -0.008 -0.053 -0.026
O 4.52519 -9.26228 1.86265 0.023 -0.009 0.020
C 2.62440 -8.40681 0.76957 -0.020 0.035 0.007
C 1.99906 -7.34033 0.28075 0.017 -0.031 -0.024
H 4.36363 -4.88185 1.04989 -0.020 0.060 -0.028
H 5.53238 -6.87465 1.96453 0.002 -0.043 0.002
H 2.19882 -9.40073 0.72055 0.027 -0.017 0.011
H 1.02867 -7.40741 -0.19154 -0.033 0.013 0.032
O -1.79045 12.93540 5.22374 -0.001 0.036 0.013
C -1.57016 11.85030 5.71708 -0.017 -0.017 -0.040
C -1.61595 11.65464 7.19008 0.003 -0.024 0.027
C -1.37296 10.46675 7.73558 -0.006 0.021 0.029
C -1.04668 9.28698 6.89435 -0.023 0.018 -0.034
O -0.82780 8.20266 7.39346 -0.012 -0.041 0.021
C -1.00058 9.48240 5.42548 0.087 -0.014 -0.029
C -1.24454 10.67039 4.87998 0.012 0.016 0.025
H -1.85614 12.52784 7.78321 -0.004 0.026 -0.035
H -1.40070 10.30199 8.80536 0.008 -0.035 -0.005
H -0.76284 8.61158 4.83133 -0.046 0.000 -0.043
H -1.21763 10.83153 3.80989 -0.002 0.005 -0.004
O 4.13941 -7.46936 -2.51164 -0.010 0.031 0.091
C 3.66769 -7.29143 -3.61419 -0.006 0.004 -0.011
C 2.22102 -7.01757 -3.80259 -0.048 0.016 -0.021
C 1.70663 -6.82582 -5.01441 -0.012 0.006 0.066
C 2.55879 -6.87448 -6.22963 -0.014 0.009 -0.010
O 2.09267 -6.69710 -7.33321 -0.006 0.006 -0.035
C 4.00634 -7.14795 -6.04048 0.028 -0.004 0.033
C 4.51959 -7.34048 -4.82908 0.006 -0.002 -0.038
H 1.61556 -6.98351 -2.90455 0.039 -0.001 0.026
H 0.65473 -6.62482 -5.17522 0.010 0.020 -0.049
H 4.60987 -7.18011 -6.93846 -0.032 0.008 -0.026
H 5.57133 -7.54066 -4.66905 -0.005 -0.005 0.042
O 7.05843 0.63712 2.93398 -0.014 -0.031 0.015
C 6.00214 1.21744 2.81312 0.080 -0.069 0.027
C 5.88196 2.43628 1.98174 -0.043 0.052 -0.019
C 4.72301 3.07667 1.85591 -0.026 -0.024 0.009
C 3.49790 2.59679 2.54094 -0.130 0.098 0.059
O 2.43608 3.18508 2.43660 0.290 -0.313 0.081
C 3.61852 1.37359 3.37200 -0.020 -0.018 0.001
C 4.77599 0.73267 3.49887 -0.031 -0.020 0.016
H 6.78526 2.77265 1.48923 0.013 -0.019 0.010
H 4.62254 3.96601 1.25335 -0.037 0.112 -0.108
H 2.71843 1.04109 3.87100 -0.065 0.017 0.019
H 4.88252 -0.15932 4.10328 0.047 0.003 -0.009



[2]
110
Properties=species:S:1:pos:R:3:forces:R:3 method="wB97M-V/def2-TZVPD" relative_energy_kcal_mol=0.0 s2=0.757 multiplicity=2 e_tot_ev=-122512.001 charge=-1 homo_ha="-0.1591 / -0.1590" lumo_ev="2.2 / 1.8" homo_lumo_gap_ev="6.5 / 6.1"
Ru 0.44385 0.23229 -0.18718 0.368 2.041 2.071
C 4.08738 1.35463 -0.47919 0.165 0.098 -0.091
Si 2.71147 0.45890 0.43403 -0.732 -0.197 -0.361
C 3.36689 -1.35018 0.24964 0.180 0.096 0.212
C 4.70203 -1.51962 0.64792 -0.075 0.084 0.140
C 5.47438 -2.60559 0.27735 0.061 0.059 0.065
C 4.93158 -3.56546 -0.55694 -0.163 -0.033 -0.108
C 3.59662 -3.46613 -0.91256 0.052 -0.088 0.013
C 2.79068 -2.40093 -0.48385 0.225 -0.133 -0.237
P 1.04609 -2.61235 -0.97050 -0.679 -0.453 -0.263
C 0.71854 -2.15757 -2.68893 0.380 0.284 0.039
C 1.74610 -2.16233 -3.62730 -0.019 -0.026 -0.016
C 1.50883 -1.73686 -4.92737 0.089 -0.074 -0.043
C 0.24512 -1.30978 -5.29656 -0.085 0.008 0.057
C -0.78546 -1.31242 -4.36382 0.008 -0.008 0.035
C -0.54909 -1.71355 -3.05667 -0.172 -0.190 -0.191
C 0.77214 -4.40709 -0.92813 -0.001 -0.016 0.188
C 0.96100 -5.05521 0.29457 0.039 0.017 -0.040
C 0.54378 -6.36309 0.45752 0.019 0.007 0.037
C -0.07719 -7.02967 -0.59188 -0.013 0.036 -0.016
C -0.26311 -6.39203 -1.80624 0.030 0.008 -0.009
C 0.15513 -5.07797 -1.97585 0.109 -0.030 -0.008
C 2.70965 1.23294 2.17234 0.188 -0.096 0.103
C 3.82584 1.89366 2.68905 0.005 -0.111 0.005
C 3.74639 2.63386 3.86093 0.067 0.009 -0.050
C 2.54115 2.71955 4.53743 -0.092 -0.040 -0.012
C 1.42948 2.03013 4.06855 0.042 0.072 -0.012
C 1.50550 1.29193 2.89278 0.029 0.048 0.033
P 0.21845 0.22417 2.16385 -0.523 -0.511 -0.665
C 0.56120 -1.36349 3.05244 0.014 0.095 0.301
C 1.87243 -1.77930 3.28808 -0.038 -0.035 -0.048
C 2.13246 -2.99504 3.90740 0.061 0.013 -0.063
C 1.08702 -3.81563 4.30720 -0.017 0.025 -0.015
C -0.22020 -3.41515 4.07579 -0.036 0.025 -0.023
C -0.48207 -2.19785 3.45876 0.044 -0.038 -0.037
C -1.49823 0.53182 2.73228 0.049 0.221 0.115
C -1.90033 1.05480 3.96311 -0.100 -0.022 -0.006
C -3.24739 1.12673 4.29429 0.073 -0.033 0.063
C -4.21432 0.66255 3.41199 0.057 0.010 -0.046
C -3.82682 0.12271 2.19556 -0.015 -0.038 0.061
C -2.48085 0.06048 1.86027 -0.044 0.084 0.043
H 5.06391 1.07328 -0.06557 -0.122 0.038 -0.037
H 3.97771 2.43815 -0.41119 -0.007 -0.067 0.022
H 4.08215 1.07765 -1.53485 0.037 -0.025 0.058
H 5.16231 -0.74867 1.26219 -0.030 -0.045 -0.065
H 6.50406 -2.68341 0.60829 -0.037 0.020 -0.005
H 5.53495 -4.38501 -0.92444 -0.040 -0.048 0.021
H 3.16224 -4.23682 -1.53767 0.029 -0.059 0.079
H 2.74285 -2.46911 -3.33314 0.008 0.033 -0.032
H 2.31766 -1.71448 -5.64767 -0.010 0.004 0.061
H 0.06871 -0.95070 -6.30324 -0.003 -0.030 0.027
H -1.77869 -0.98058 -4.64462 0.046 -0.009 0.017
H -1.36181 -1.69192 -2.34183 0.013 -0.016 0.017
H 1.42115 -4.52052 1.12163 -0.036 -0.056 0.011
H 0.67918 -6.85871 1.41088 -0.022 0.029 -0.001
H -0.44626 -8.03734 -0.44829 0.042 -0.005 -0.015
H -0.75896 -6.90720 -2.61886 -0.017 0.031 0.013
H -0.01201 -4.57094 -2.91753 -0.052 -0.040 0.015
H 4.77185 1.83671 2.15840 -0.082 0.093 0.008
H 4.61692 3.16142 4.23437 -0.023 -0.029 -0.025
H 2.46055 3.32401 5.43257 -0.002 -0.033 0.009
H 0.50711 2.10134 4.62076 0.004 0.003 0.027
H 2.70072 -1.15690 2.97804 0.025 -0.010 0.064
H 3.15936 -3.30520 4.06835 -0.037 0.044 0.003
H 1.28999 -4.76325 4.79219 -0.001 0.017 -0.027
H -1.04645 -4.05536 4.35962 0.007 0.035 -0.028
H -1.50874 -1.91648 3.26609 -0.014 -0.053 0.015
H -1.17868 1.39046 4.69123 -0.001 -0.042 0.010
H -3.53776 1.53305 5.25744 0.010 -0.004 -0.049
H -5.26456 0.72221 3.67344 0.038 -0.019 -0.004
H -4.56563 -0.26614 1.50589 0.050 -0.019 0.001
H -2.19137 -0.37110 0.91499 -0.018 -0.030 -0.064
S 1.34282 0.80041 -2.33116 -0.046 -0.556 -0.785
C 1.47292 2.47688 -2.00968 0.054 0.078 -0.394
S 1.15139 2.95530 -0.39811 -0.117 -1.093 0.394
C 1.80224 3.35211 -3.04095 0.020 0.241 -0.088
C 1.95122 2.89127 -4.38832 -0.035 0.104 0.129
N 2.05437 2.55173 -5.48852 -0.032 0.026 0.189
C 1.97016 4.75377 -2.81242 0.021 -0.132 -0.042
N 2.12491 5.88775 -2.65331 -0.084 -0.172 -0.004
I -3.14116 -4.10100 0.09564 -0.019 0.100 0.007
C -0.15933 -1.86033 0.04934 1.261 0.923 -0.923
H -0.05727 -2.29128 1.03642 -0.154 -0.031 0.107
H -1.12673 -2.15551 -0.36845 -0.111 0.090 0.092
C -3.46328 5.10230 -2.64677 0.306 0.020 -0.021
N -3.17764 3.67913 -2.52729 -0.546 0.121 -0.066
N -2.79821 3.19186 -1.28109 0.089 0.274 -0.092
C -1.90487 2.15327 -1.44290 0.054 0.026 -0.070
O -1.49942 1.50044 -0.47718 -0.072 -0.697 0.134
C -1.68256 2.05630 -2.85831 0.172 -0.134 -0.011
C -2.42143 3.01406 -3.45808 -0.198 -0.210 0.046
C -2.53357 3.32917 -4.90668 0.057 0.104 -0.035
C -3.58608 3.42979 -0.13147 -0.004 0.052 0.028
C -4.96510 3.55777 -0.22716 -0.113 -0.064 -0.042
C -5.71218 3.81588 0.91408 0.050 0.002 0.023
C -5.08602 3.94229 2.14652 -0.062 -0.030 -0.102
C -3.70832 3.80144 2.23181 0.061 0.022 0.000
C -2.95354 3.54142 1.09917 0.170 0.049 0.117
H -4.09746 5.42047 -1.82631 -0.067 -0.035 0.034
H -3.99159 5.26680 -3.58311 -0.022 -0.020 0.010
H -2.54781 5.70206 -2.64027 0.013 -0.023 0.041
H -1.03497 1.33904 -3.33155 0.026 0.020 0.003
H -1.88172 2.66172 -5.46635 0.000 0.030 0.000
H -2.23400 4.35666 -5.12327 0.025 -0.025 0.013
H -3.56125 3.19502 -5.25097 0.017 0.009 0.005
H -5.45151 3.43367 -1.18682 0.023 0.013 0.002
H -6.78823 3.90615 0.83565 0.005 0.004 0.005
H -5.67307 4.13085 3.03641 0.017 0.029 -0.003
H -3.21163 3.89860 3.18870 -0.003 -0.047 -0.032
H -1.87875 3.41744 1.15509 -0.059 0.051 -0.013